Entry 1:
ORCA calculation (ωB97M-V with the def2-TZVPD basis set) on 2 unconnected molecules or ions with the total composition C6H11N3O2.

CARTESIAN COORDINATES (ANGSTROEM)
O -1.550 -2.380 -0.560
O 1.465 -1.652 0.069
N 1.913 0.642 0.145
N -1.704 2.384 -0.364
N 1.830 1.852 0.905
C 1.358 -0.522 0.503
C -3.016 -0.847 0.767
C -1.946 -1.082 -0.217
C -1.390 -0.074 -0.890
C 2.924 0.499 -0.918
C -1.601 1.252 -0.500
H 1.681 1.693 1.985
H 0.613 -0.378 1.401
H 3.884 1.063 -0.620
H 3.022 -0.609 -1.066
H -2.730 -1.523 1.623
H -0.597 -2.360 -0.672
H -3.032 0.268 0.797
H 2.471 0.872 -1.833
H -4.044 -1.103 0.404
H -0.527 -0.301 -1.535
H 0.977 2.305 0.576

Its energy above the lowest of the compared OMol25 structures with the same formula, charge and spin is 36.5 kcal/mol. Its spin multiplicity is 1. For the HOMO-LUMO gap, the calculation gives 10.20 eV. Its net charge is 0. The value obtained for the electronic energy is -549.88866 Eh. As for the SMILES: C/C(O)=C\C#N.CN(N)C=O.

List of natural (NBO) charges in e, atom by atom: -0.68, -0.66, -0.30, -0.35, -0.64, 0.53, -0.70, 0.44, -0.47, -0.44, 0.25, 0.37, 0.10, 0.22, 0.24, 0.25, 0.51, 0.25, 0.20, 0.25, 0.25, 0.37

---

Entry 2:
ORCA calculation (ωB97M-V with the def2-TZVPD basis set) on a molecular structure, C16H25AsF6K2N5O8S.

CARTESIAN COORDINATES (ANGSTROEM)
As 2.190 -2.170 0.571
K 6.320 2.846 -3.548
K 9.142 -4.495 1.224
S -6.069 0.380 -7.075
F 1.775 -3.606 1.566
F 1.394 -0.967 1.675
F 2.696 -0.832 -0.418
F 0.681 -2.314 -0.294
F 3.778 -2.037 1.493
F 3.032 -3.347 -0.531
O -2.795 -3.415 7.396
O -6.099 0.586 -8.513
O -7.397 0.468 -6.458
O -5.251 -0.960 -6.610
O -4.964 1.378 -6.375
O -3.177 2.044 7.178
O -2.465 -4.133 9.392
O -2.397 3.603 5.793
N 1.298 -12.386 -4.190
N -2.081 -3.683 8.363
N -1.787 8.909 -1.239
N 4.311 5.392 2.375
N -3.162 2.725 6.116
C 1.211 -10.539 -2.981
C 0.460 -11.307 -3.871
C -4.366 0.739 -5.319
C -1.727 7.561 -1.153
C 6.106 6.400 1.548
C 2.473 -12.252 -3.520
C -0.176 8.237 -2.628
C -0.741 7.151 -2.023
C 6.470 5.098 1.786
C -4.687 -0.752 -5.362
C -4.137 2.239 5.081
C -0.585 -3.444 8.228
C 2.478 -11.102 -2.808
C -0.894 9.343 -2.145
C 5.353 4.557 2.393
C 4.798 6.581 1.870
H 5.282 3.557 2.793
H -0.101 -4.339 8.619
H -0.350 6.147 -2.101
H 3.318 -12.908 -3.669
H -0.490 -11.103 -4.341
H -5.091 2.170 5.605
H -0.751 10.399 -2.322
H 0.725 8.277 -3.222
H 3.312 -10.665 -2.278
H 0.860 -9.580 -2.629
H -3.739 -1.287 -5.307
H -5.402 -1.005 -4.578
H -3.278 0.705 -5.387
H -2.463 9.417 -0.686
H -0.395 -2.589 8.877
H 1.088 -13.122 -4.849
H -4.582 1.105 -4.315
H 7.411 4.608 1.583
H 3.365 5.173 2.654
H -4.234 3.005 4.312
H -3.639 1.323 4.762
H -2.400 7.033 -0.494
H -0.390 -3.408 7.156
H 4.177 7.452 1.722
H 6.761 7.137 1.109

Its spin multiplicity is 1. For the HOMO-LUMO gap, the calculation gives 4.71 eV. Its net charge is +1. The value obtained for the electronic energy is -5932.97261 Eh.

List of natural (NBO) charges in e, atom by atom: 2.80, 1.00, 1.00, 2.46, -0.62, -0.63, -0.64, -0.62, -0.66, -0.65, -0.39, -0.86, -0.88, -0.65, -0.65, -0.40, -0.36, -0.35, -0.51, 0.54, -0.49, -0.50, 0.53, -0.29, -0.09, -0.11, -0.09, -0.31, -0.06, -0.31, -0.31, -0.34, -0.10, -0.48, -0.49, -0.32, -0.07, -0.05, -0.09, 0.21, 0.23, 0.21, 0.21, 0.22, 0.24, 0.21, 0.22, 0.22, 0.22, 0.21, 0.19, 0.18, 0.42, 0.24, 0.41, 0.20, 0.21, 0.43, 0.22, 0.25, 0.21, 0.24, 0.22, 0.22

---

Entry 3:
ORCA calculation (ωB97M-V with the def2-TZVPD basis set) on a single CHFIPS molecule.

CARTESIAN COORDINATES (ANGSTROEM)
I -2.389 -1.411 -0.237
S 1.694 0.918 -0.782
P -0.206 -0.916 0.609
F -0.125 1.889 0.786
C 0.338 0.754 0.105
H 0.689 -1.234 -0.481

Its energy above the lowest of the compared OMol25 structures with the same formula, charge and spin is 27.0 kcal/mol. Its spin multiplicity is 1. For the HOMO-LUMO gap, the calculation gives 7.83 eV. Its net charge is 0. The value obtained for the electronic energy is -1175.76712 Eh. As for the SMILES: FC(=S)PI.

List of natural (NBO) charges in e, atom by atom: -0.06, 0.09, 0.37, -0.34, -0.08, 0.03